1.
C16H15ClFN3O3 in the gas phase in a non-equilibrium geometry, computed with ωB97M-V with the def2-TZVPD basis set.

Calculated values
LUMO = -0.29 eV
SMILES string = O=C(NCCCNc1ccc([N+](=O)[O-])cc1Cl)c1ccccc1F
Kohn-Sham gap = 8.12 eV
HOMO = -8.41 eV
DFT total energy = -1568.70287 a.u.

The geometry in XYZ format:
```
39
Properties=species:S:1:pos:R:3:forces:R:3:mulliken_charge:R:1
Cl 0.333 -0.219 -2.331 -0.2 0.0 -0.1 -0.1691
F 3.495 -2.227 -0.324 -0.1 0.0 0.0 -0.3179
O -4.862 -0.048 1.052 -0.1 0.0 0.1 -0.6330
O 2.844 0.524 -0.581 0.3 0.0 -0.3 -0.6587
O -4.130 -1.672 -0.157 -0.1 -0.2 -0.1 -0.6341
N -4.041 -0.547 0.302 -0.6 -0.4 0.2 1.0001
N 0.566 2.350 -0.889 0.3 -0.1 -0.4 -0.1376
N 2.099 1.067 1.473 0.0 0.0 0.2 -0.0748
C 2.254 -2.290 0.179 -0.1 0.0 0.1 0.6320
C -0.271 -2.477 1.262 -0.1 0.0 0.1 -0.7964
C -0.828 0.433 -1.219 -0.1 0.1 0.0 0.5403
C 1.636 -1.131 0.643 0.1 -0.2 -0.2 0.5798
C 2.566 2.433 1.424 -0.1 0.3 0.0 -0.7428
C -2.899 0.226 -0.042 1.2 0.8 -0.4 -0.4322
C 0.362 -1.250 1.194 0.2 -0.1 0.0 -0.3619
C -2.716 1.491 0.513 -0.2 -0.4 0.0 -0.9019
C 0.364 -3.614 0.789 0.0 0.1 0.0 -0.4970
C 1.636 -3.526 0.254 0.2 0.1 -0.1 -0.6669
C -0.580 1.694 -0.620 -0.2 -0.2 -0.1 0.4117
C 0.997 3.573 -0.264 -0.1 0.1 0.5 -1.1012
C -1.954 -0.293 -0.930 -0.3 0.1 0.2 -0.2036
C 2.271 0.206 0.442 -0.1 0.0 0.4 0.1881
C 1.423 3.434 1.207 0.2 -0.1 -0.3 -0.3896
C -1.580 2.208 0.227 0.2 0.0 -0.1 -0.5524
H -1.454 3.185 0.664 0.0 0.1 0.1 0.4274
H 1.628 0.758 2.308 0.1 -0.1 -0.1 0.2514
H 1.748 4.417 1.549 0.0 0.1 0.1 0.4183
H -2.123 -1.261 -1.373 0.1 0.0 0.0 0.5731
H 2.155 -4.396 -0.117 0.1 -0.1 0.0 0.4618
H 3.284 2.493 0.602 0.0 0.0 0.2 0.3225
H 1.279 1.812 -1.369 -0.1 0.1 0.1 0.3173
H -3.471 1.885 1.176 0.0 0.0 0.0 0.5071
H 3.080 2.661 2.361 0.0 0.0 -0.1 0.4299
H 0.193 4.313 -0.331 0.1 0.0 -0.1 0.3576
H 1.845 3.945 -0.842 -0.1 0.0 0.0 0.4558
H -0.154 -0.366 1.542 -0.1 0.1 0.0 0.2665
H -1.265 -2.546 1.674 -0.1 0.0 0.0 0.4309
H -0.134 -4.570 0.834 0.0 -0.1 0.0 0.4066
H 0.571 3.129 1.817 0.0 0.1 0.1 0.2928
```
Forces are in eV/Å.

=====

2.
A molecular structure, C16H15ClReTe in a non-equilibrium geometry, computed with ωB97M-V with the def2-TZVPD basis set.

Calculated values
LUMO (spin up / spin down) = -0.48 / -1.48 eV
Kohn-Sham gap (spin up / spin down) = 6.87 / 5.92 eV
HOMO (spin up / spin down) = -7.35 / -7.40 eV
DFT total energy = -1425.00956 a.u.
⟨S²⟩ = 3.78
2S+1 = 4

The geometry in XYZ format:
```
34
Properties=species:S:1:pos:R:3:forces:R:3:lowdin_spin:R:1
Re 1.050 0.755 -0.775 -4.9 -1.0 3.1 1.5346
Te 0.092 -1.651 -0.376 0.2 -1.1 0.2 0.1456
Cl -0.579 1.558 0.968 1.8 -0.2 -1.2 0.0994
C -3.216 1.553 -0.601 -0.9 -2.2 1.0 0.2557
C -2.514 1.600 -1.854 1.1 -2.2 -1.9 0.2430
C 2.153 -1.593 3.515 -0.4 -0.2 0.2 0.0003
C -3.114 -0.600 -1.445 -0.4 1.0 0.4 0.3524
C 1.875 -1.862 2.173 -0.5 0.5 -0.2 0.0108
C 1.100 -1.356 4.422 0.2 0.0 -0.5 0.0037
C 1.648 0.091 -2.844 0.5 -0.2 -0.8 0.0051
C -2.503 0.276 -2.397 0.9 2.1 0.2 0.0634
C -0.224 -1.450 3.985 0.0 -0.4 -0.3 0.0022
C -3.639 0.210 -0.368 0.8 1.3 -0.5 0.0186
C 0.879 1.281 -2.878 0.9 0.4 -0.7 0.0097
C 0.542 -1.773 1.705 0.2 -0.6 0.5 0.0387
C 1.602 2.266 -2.120 0.3 0.7 -0.6 0.0775
C 2.766 0.277 -1.966 0.2 -0.4 -1.6 0.0428
C -0.508 -1.735 2.635 0.4 0.5 0.2 0.0094
C 2.770 1.627 -1.542 0.6 1.7 0.5 0.0326
H -1.535 -1.911 2.301 0.3 0.5 0.1 0.0021
H 3.189 -1.571 3.864 -0.4 -0.1 -0.1 0.0000
H -1.052 -1.303 4.685 0.3 -0.2 -0.2 0.0002
H -4.172 -0.157 0.507 0.2 0.1 -0.3 -0.0044
H -3.264 2.378 0.097 -0.3 -0.1 -0.1 0.0092
H 2.671 -2.131 1.468 -0.3 0.4 0.3 0.0004
H -3.068 -1.686 -1.497 -0.3 0.3 0.0 0.0148
H 1.276 3.291 -2.043 0.2 0.0 0.3 0.0154
H 1.320 -1.134 5.468 -0.1 0.0 -0.4 0.0002
H 0.027 1.475 -3.530 0.1 -0.2 0.6 0.0016
H 1.432 -0.744 -3.528 0.0 0.1 1.1 0.0000
H -1.909 2.440 -2.253 -0.8 -0.6 0.3 0.0085
H 3.367 2.061 -0.750 0.5 0.1 -0.6 0.0020
H -1.960 -0.017 -3.315 -0.5 0.1 0.7 -0.0025
H 3.500 -0.467 -1.713 -0.1 -0.1 0.1 0.0069
```
Forces are in eV/Å.

=====

3.
3 unconnected molecules or ions with the total composition C16H15F25NO2S in a non-equilibrium geometry, computed with ωB97M-V with the def2-TZVPD basis set.

Calculated values
Charge = -1
LUMO = 0.12 eV
Kohn-Sham gap = 2.65 eV
HOMO = -2.53 eV
DFT total energy = -3718.43109 a.u.

The geometry in XYZ format:
```
60
Properties=species:S:1:pos:R:3:forces:R:3:mulliken_charge:R:1
S -5.849 -2.511 0.749 -2.7 -3.9 -0.6 1.0956
F -0.399 0.573 -6.416 -0.3 0.5 -0.1 -0.2126
F -4.999 -3.672 -0.240 -2.6 2.3 1.5 -0.3073
F -3.154 -2.687 0.663 -3.4 3.6 2.3 -0.2360
F -1.493 2.903 -3.973 -0.2 -0.3 -0.4 -0.3347
F 0.566 2.340 -4.381 -0.3 -0.1 -0.3 -0.2852
F -0.464 -1.253 -4.938 0.7 -0.6 0.0 -0.2921
F -5.057 0.704 1.034 2.4 -3.3 -1.0 -0.3178
F 0.700 -2.229 -3.392 0.5 0.5 -0.7 -0.2924
F -6.780 -1.532 1.795 2.0 -1.5 -2.4 -0.2834
F 2.128 -1.822 -5.804 -0.3 -0.1 0.3 -0.2798
F -3.991 -1.904 2.752 -1.3 0.5 -5.0 -0.2556
F 4.932 2.302 4.439 0.6 -0.7 0.4 -0.2681
F 6.708 1.076 4.241 -0.5 -0.4 0.2 -0.3083
F -0.953 2.656 -6.663 0.0 0.2 0.2 -0.2939
F 3.378 -0.147 4.549 0.8 0.0 0.0 -0.1895
F -6.046 -1.496 -0.610 0.5 -1.8 3.1 -0.2766
F 0.841 2.340 3.116 0.4 0.0 -0.2 -0.2258
F 4.851 0.088 6.138 0.3 0.3 -0.3 -0.2680
F -3.442 -0.140 -0.608 -2.4 -0.9 4.1 -0.2067
F -5.706 -3.661 2.051 -0.5 2.1 -2.5 -0.3347
F 2.407 2.292 0.851 0.2 0.4 0.6 -0.3310
F 2.586 2.167 4.393 -0.3 0.2 -0.2 -0.2282
F -7.310 -3.301 0.290 2.8 1.7 0.9 -0.3067
F 1.886 0.330 -5.565 0.1 -0.3 0.4 -0.2165
F 2.610 0.501 2.064 0.1 0.7 0.3 -0.2312
O 0.314 -0.050 -3.179 0.3 -0.7 -2.1 -0.3161
O 5.196 0.979 2.616 -0.5 0.3 2.0 -0.4063
N -0.566 -0.346 0.283 0.0 -4.2 -0.3 -0.3136
C -0.712 1.877 -4.434 0.8 -0.1 0.8 0.9680
C 5.364 1.085 4.028 0.4 1.1 -1.9 0.7402
C 0.603 -1.083 -4.120 -1.7 0.5 1.9 0.7251
C -4.214 -1.790 1.262 5.0 -0.6 1.5 0.7318
C 4.420 2.018 2.012 0.7 0.2 -0.9 -0.7363
C -2.670 0.456 1.705 0.0 0.6 -0.8 -0.9647
C -1.253 -0.355 1.629 1.6 -0.2 0.9 -0.2996
C 1.911 -0.844 -4.883 0.6 0.3 -0.3 0.1843
C 2.180 2.571 3.168 -1.2 0.2 0.3 0.0178
C -3.906 -0.253 0.826 2.3 3.6 -0.6 0.7833
C -0.868 0.710 -3.448 -0.3 -0.1 1.2 -0.7304
C -1.132 1.567 -5.867 -0.2 0.3 -0.7 0.0933
C 0.000 -1.701 -0.081 0.1 1.0 2.4 0.2272
C 2.896 1.831 2.043 0.0 -1.3 -0.6 0.9666
C 4.712 -0.073 4.794 -0.8 -0.7 0.3 0.2062
C 0.740 -2.627 0.823 -1.3 0.4 -1.3 -0.7922
H 2.764 -0.818 -4.201 -0.2 -0.1 0.2 0.2427
H 5.159 -1.030 4.513 0.1 0.2 -0.1 0.2348
H -2.190 1.291 -5.920 0.0 0.0 0.2 0.2832
H -1.724 0.068 -3.687 0.3 0.2 -0.2 0.2944
H -3.048 0.677 2.798 0.7 -0.8 -2.1 0.2686
H 1.440 -2.317 1.710 -2.1 -0.3 -1.5 0.1427
H 0.558 -3.799 0.689 0.9 2.6 -0.1 0.1444
H -0.130 -2.057 -1.207 0.0 0.9 2.5 -0.0338
H -0.503 0.184 2.385 -1.9 -0.9 -1.0 -0.0405
H 4.713 1.993 0.955 -0.2 -0.2 0.2 0.4026
H 4.728 3.013 2.355 -0.3 -0.3 0.1 0.3321
H -1.126 1.156 -2.479 0.3 -0.1 -0.1 0.3931
H -2.500 1.525 1.203 -0.6 -2.4 0.8 0.3682
H -1.439 -1.425 2.081 0.5 1.7 -0.9 0.3019
H 2.331 3.652 3.090 0.1 0.0 -0.1 0.2680
```
Forces are in eV/Å.

=====

4.
C16H15F2N3O2 in the gas phase in a non-equilibrium geometry, computed with ωB97M-V with the def2-TZVPD basis set.

Calculated values
LUMO = 0.63 eV
SMILES string = COc1cc(CCc2cccc(F)c2F)nc2cc(CO)nn12
Kohn-Sham gap = 9.02 eV
HOMO = -8.39 eV
DFT total energy = -1133.06241 a.u.

The geometry in XYZ format:
```
38
Properties=species:S:1:pos:R:3:forces:R:3:mulliken_charge:R:1
F -1.348 -4.647 0.338 1.5 0.2 -0.5 -0.3204
F -3.040 -6.688 -0.092 0.2 1.3 0.8 -0.2926
O 2.911 0.165 1.066 1.1 1.3 -0.3 -0.3649
O 2.243 5.525 0.105 -1.2 -0.7 0.3 -0.5500
N 1.165 1.593 -0.057 1.4 -2.3 1.0 0.8571
N -0.964 0.513 -0.620 0.4 1.5 -0.2 -0.5770
N 1.799 2.769 -0.121 -0.3 1.1 1.3 -1.2637
C -0.606 -0.496 0.097 2.6 -0.6 1.4 0.7953
C 0.752 -0.596 0.753 -0.6 2.1 -0.8 -0.7808
C -0.234 2.883 -1.118 -1.5 1.3 0.3 -1.0565
C -2.544 -4.525 0.863 -1.2 -0.1 0.6 0.6681
C -1.601 -1.609 0.158 -1.4 -0.3 0.0 -0.5803
C -4.745 -5.586 1.137 -0.1 0.7 -0.3 -0.1909
C 0.890 3.620 -0.571 -1.4 -1.2 -2.1 0.5535
C -4.208 -3.424 2.026 -3.6 1.9 2.3 -0.2868
C 1.015 5.113 -0.628 0.6 0.0 2.3 -0.2961
C -2.022 -2.117 1.567 0.7 -1.0 1.0 -0.5483
C -2.948 -3.343 1.555 1.0 -0.9 -2.0 0.1170
C -0.132 1.608 -0.643 1.6 -0.9 0.5 0.3452
C 1.694 0.448 0.637 -4.3 -1.8 -1.7 0.5767
C -5.161 -4.475 1.888 0.1 -0.5 -1.1 -0.7754
C 3.992 0.597 0.219 0.8 3.1 -0.4 -0.7304
C -3.398 -5.594 0.677 -1.8 -1.0 -0.3 0.1368
H -1.180 -2.591 2.153 -0.1 1.1 -0.8 0.2204
H -5.497 -6.316 0.746 1.1 0.4 0.6 0.3448
H -6.276 -4.384 2.152 2.1 0.1 -0.1 0.2814
H 1.037 5.400 -1.673 0.6 0.5 -0.1 0.2740
H -1.318 -2.480 -0.422 0.5 0.0 -0.2 0.3288
H -2.386 -1.277 2.187 -0.2 -0.6 -0.3 0.4396
H -4.614 -2.515 2.570 0.6 -1.0 -0.7 0.2387
H 0.061 5.606 -0.191 1.6 -0.8 -0.4 0.2195
H -1.149 3.218 -1.669 1.2 0.0 0.8 0.3201
H 4.734 -0.156 -0.003 -0.2 -0.6 0.6 0.2961
H 3.622 0.957 -0.756 -0.1 -0.3 0.4 0.3377
H 4.523 1.544 0.647 -1.0 -1.8 -0.4 0.2598
H 2.366 5.009 0.973 -0.8 0.8 -2.2 0.3290
H 1.109 -1.415 1.356 -0.4 -0.4 -0.2 0.4340
H -2.468 -1.178 -0.406 0.4 -0.5 0.8 0.2405
```
Forces are in eV/Å.

=====

5.
2 unconnected molecules or ions with the total composition C16H15F3NO6S in a non-equilibrium geometry, computed with ωB97M-V with the def2-TZVPD basis set.

Calculated values
Charge = -1
LUMO = 2.55 eV
Kohn-Sham gap = 6.50 eV
HOMO = -3.95 eV
DFT total energy = -1822.73159 a.u.

The geometry in XYZ format:
```
42
Properties=species:S:1:pos:R:3:forces:R:3:mulliken_charge:R:1
S 2.495 0.907 0.042 -0.3 0.8 0.2 -0.2203
F 1.043 2.282 -1.587 0.8 -1.0 -0.3 -0.2262
F 2.498 0.981 -2.611 -0.8 0.0 0.7 -0.2388
F 0.716 0.098 -1.608 0.7 0.8 -0.7 -0.1984
O 3.107 -1.379 2.813 0.3 0.6 -1.1 -0.5567
O 0.231 -1.097 1.970 1.3 -0.1 -1.1 -0.5202
O 0.439 -2.420 0.149 0.3 -0.2 0.6 -0.3246
O 4.433 -0.407 1.192 -0.3 -0.3 1.9 -0.2034
O -1.367 2.878 0.692 -0.4 0.2 -0.2 -0.6481
O -2.435 -1.069 -0.768 -0.5 0.2 0.2 -0.6395
N -2.392 0.748 0.761 2.4 0.0 -1.4 -0.3451
C 1.665 1.073 -1.530 -1.5 -0.3 0.2 0.7610
C 5.450 0.007 2.172 -0.3 -0.5 -0.5 -0.2772
C 2.228 -0.825 0.544 0.1 -0.9 -0.3 0.1897
C -0.636 -3.335 0.652 0.2 0.6 -0.2 -0.2654
C 6.321 1.007 1.430 0.0 0.5 0.1 -1.0767
C -4.999 0.741 -1.637 0.1 0.6 -0.1 -0.4661
C -1.257 -4.040 -0.537 0.2 0.1 -0.4 -1.1575
C 0.842 -1.412 0.975 -1.4 -0.1 0.9 0.6016
C -2.770 0.045 -0.386 -0.6 1.2 1.7 0.2818
C -3.773 0.997 -1.029 -0.6 -0.8 -0.8 0.3040
C -5.289 3.176 -1.759 -0.4 -0.4 -0.1 -0.2964
C -3.354 2.268 -0.679 -0.2 1.6 -0.8 0.3093
C -4.069 3.403 -1.080 0.1 -0.9 0.0 -0.5101
C -2.193 2.076 0.302 -1.3 -2.0 1.0 0.0432
C 3.263 -0.928 1.710 0.4 -0.2 -0.5 0.0986
C -5.781 1.867 -1.994 0.7 0.3 0.4 -0.4574
H 6.382 0.758 0.364 0.1 -0.1 0.3 0.2804
H -0.165 -4.080 1.325 -0.1 0.6 -0.2 0.3886
H -1.395 -2.740 1.176 0.5 -0.1 -0.1 0.2913
H 2.617 -1.429 -0.299 -0.2 0.1 0.6 0.4028
H -0.524 -4.670 -1.059 -0.1 0.1 0.1 0.3304
H 7.329 1.057 1.860 -0.2 -0.1 -0.1 0.3648
H -6.772 1.702 -2.420 0.3 0.2 0.0 0.3485
H -2.085 -4.682 -0.209 0.2 0.1 0.1 0.3493
H 4.959 0.478 3.047 0.2 -0.5 -0.4 0.3058
H -5.373 -0.286 -1.778 0.3 0.6 -0.1 0.3845
H -1.676 -3.313 -1.241 0.1 0.0 0.2 0.2847
H 6.002 -0.907 2.456 -0.2 0.5 0.1 0.3137
H -5.889 4.039 -2.084 0.2 -0.4 0.2 0.3170
H -3.711 4.415 -0.844 -0.2 -0.5 -0.1 0.4003
H 5.884 2.014 1.504 0.1 -0.3 -0.1 0.2767
```
Forces are in eV/Å.

=====

6.
C16H15FIN5O3 in the gas phase in a non-equilibrium geometry, computed with ωB97M-V with the def2-TZVPD basis set.

Calculated values
LUMO = -0.44 eV
SMILES string = C[C@H](O)CONC(=O)c1ncc2cncn2c1Nc1ccc(I)cc1F
Kohn-Sham gap = 7.59 eV
HOMO = -8.03 eV
DFT total energy = -1515.58939 a.u.

The geometry in XYZ format:
```
41
Properties=species:S:1:pos:R:3:forces:R:3:mulliken_charge:R:1
I -7.414 1.313 2.189 1.8 -0.3 -0.2 0.0125
F -1.958 1.450 3.010 5.0 3.5 3.8 -0.2555
O 1.177 0.890 0.593 -1.2 -0.9 -0.8 -0.6809
O 4.606 3.357 -3.032 1.6 0.2 -1.2 -0.5623
O 2.724 1.672 -1.634 -3.8 -0.8 1.1 -0.2674
N -1.231 -2.642 0.517 -2.9 1.1 2.5 0.2219
N -1.234 -0.324 1.325 -1.0 -0.8 0.4 -0.1850
N -2.294 -4.573 0.917 1.6 -3.2 -1.9 -0.5700
N 0.733 -2.015 -1.391 -1.1 -1.8 1.8 -0.6044
N 2.073 0.371 -1.405 -0.1 1.0 0.4 -0.2331
C -5.271 0.799 1.907 -0.6 -0.4 -0.3 -0.3380
C -2.178 -3.368 1.282 -0.5 1.8 0.3 -0.1687
C 0.231 -3.248 -1.157 2.8 3.9 -1.6 -0.6525
C -4.236 1.478 2.600 -1.2 -0.6 -0.4 -0.5541
C -4.956 -0.281 1.040 -2.2 0.7 0.1 -0.7152
C -3.659 -0.637 0.918 0.8 -1.9 -2.1 0.0610
C -0.805 -1.331 0.425 2.5 2.7 -0.3 0.3103
C -0.749 -3.581 -0.281 0.8 -2.5 -1.7 0.8136
C -1.338 -4.809 -0.077 -1.1 0.3 0.7 -0.7955
C 1.102 0.164 -0.407 2.4 2.6 0.9 0.3772
C 4.866 2.744 -1.793 0.1 1.2 -0.2 0.1368
C -2.934 1.055 2.379 -4.6 -2.8 -2.3 0.7889
C -2.641 -0.018 1.567 2.4 -0.4 -1.2 -0.1113
C 4.083 1.474 -1.715 1.0 -1.3 -0.8 -0.5088
C 0.265 -1.048 -0.521 -2.2 -1.4 1.0 0.1062
C 4.545 3.751 -0.653 0.6 -0.2 0.8 -0.9891
H 3.636 4.359 -0.954 0.9 -0.9 0.8 0.2357
H 4.351 0.931 -0.859 0.9 -1.0 1.2 0.3799
H 4.496 3.279 0.412 -0.3 0.7 -2.0 0.2716
H 1.991 -0.165 -2.232 0.0 -0.3 -1.1 0.2866
H 4.198 0.888 -2.628 0.9 -0.2 0.0 0.3271
H -3.498 -1.432 0.152 0.3 0.7 0.9 0.3391
H 5.992 2.588 -1.921 -1.6 -0.5 0.8 0.3094
H -0.515 0.334 1.715 -0.8 -0.9 -1.1 0.4092
H -1.179 -5.764 -0.618 -0.2 1.0 0.7 0.3611
H 0.834 -3.989 -1.540 0.7 -1.8 -1.6 0.4728
H -4.449 2.249 3.340 0.1 -0.1 -0.3 0.4292
H -2.931 -3.124 1.982 0.0 1.8 0.8 0.5495
H 5.428 4.419 -0.625 -0.7 0.0 0.1 0.3384
H 3.741 3.693 -3.176 -1.3 0.2 0.4 0.3450
H -5.603 -0.906 0.350 0.0 1.4 1.4 0.3090
```
Forces are in eV/Å.